The following is a DFT calculation (ωB97M-V/def2-TZVPD) of a cluster of 5 separate species, C2H14NO4 in total at a distorted geometry.

- HOMO (eV) = -14.369
- strongest force on any atom (eV/Å) = 5.8
- net charge = +1
- frontier orbital gap (eV) = 10.2062
- calculated total energy (Ha) = -439.9944
- ΔE to the lowest compared entry with this formula, charge and spin (kcal per mole) = 59.6

Atoms and positions in Å:
C1 -1.515 -1.442 -2.061
C2 -1.903 0.668 -0.750
N1 -1.178 -0.290 -1.202
H1 -2.375 -1.285 -2.889
H2 -1.905 -2.300 -1.362
H3 -0.772 -1.941 -2.664
H4 -2.950 1.045 -0.914
H5 -1.367 1.235 -0.005
H6 -0.244 -0.382 -0.862
H7 3.305 1.158 4.569
H8 2.961 -0.445 4.825
O1 2.726 0.354 4.362
H9 -0.981 2.692 -2.552
H10 -0.139 1.370 -2.916
O2 -1.048 1.804 -2.796
H11 0.199 -0.554 2.415
H12 1.489 0.030 2.791
O3 0.691 0.219 2.455
H13 1.767 -1.357 -0.447
H14 1.761 -0.052 0.388
O4 1.479 -0.527 -0.383

Okay, here come the Löwdin numbers, in e, for every atom:
1 C -0.03
2 C 0.15
3 N -0.03
4 H 0.15
5 H 0.13
6 H 0.08
7 H 0.15
8 H 0.12
9 H 0.07
10 H 0.10
11 H 0.04
12 O -0.07
13 H 0.03
14 H 0.11
15 O -0.05
16 H 0.01
17 H -0.07
18 O 0.02
19 H 0.00
20 H 0.05
21 O 0.03


The following is a DFT calculation (ωB97M-V/def2-TZVPD) of a cluster of 5 separate species, C2H14NO4 in total at a distorted geometry.

- HOMO (alpha / beta) (eV) = -17.888 / -17.887
- strongest force on any atom (eV/Å) = 1.5
- spin multiplicity = 2
- <S²> = 0.757
- net charge = +2
- frontier orbital gap (alpha / beta) (eV) = 10.5645 / 2.7031
- calculated total energy (Ha) = -439.5254
- ΔE to the lowest compared entry with this formula, charge and spin (kcal per mole) = 29.5

Atoms and positions in Å:
C1 -0.763 0.266 1.024
C2 -1.634 -1.395 -0.477
N1 -0.645 -0.916 0.164
H1 -1.803 0.566 0.922
H2 -0.050 1.055 0.811
H3 -0.625 -0.045 2.063
H4 -2.627 -0.922 -0.431
H5 -1.539 -2.306 -1.058
H6 0.264 -1.444 0.056
H7 4.396 0.566 -0.207
H8 2.956 1.136 0.001
O1 3.582 0.422 0.363
H9 -4.524 0.814 -0.677
H10 -4.514 0.506 0.801
O2 -4.049 0.291 -0.023
H11 1.787 2.124 -2.095
H12 1.377 2.930 -0.788
O3 1.806 2.135 -1.133
H13 2.250 -2.649 -0.096
H14 2.543 -1.251 0.458
O4 1.815 -1.883 0.320

Okay, here come the Löwdin numbers, in e, for every atom:
1 C 0.01
2 C 0.18
3 N 0.00
4 H 0.08
5 H 0.08
6 H 0.12
7 H 0.09
8 H 0.13
9 H 0.10
10 H 0.21
11 H 0.13
12 O 0.37
13 H 0.07
14 H 0.08
15 O -0.06
16 H 0.08
17 H 0.09
18 O -0.03
19 H 0.13
20 H 0.05
21 O 0.09


The following is a DFT calculation (ωB97M-V/def2-TZVPD) of a cluster of 5 separate species, C2H14O4S in total at a distorted geometry.

- HOMO (eV) = -9.126
- strongest force on any atom (eV/Å) = 1.5
- SMILES = CCS.O.O.O.O
- frontier orbital gap (eV) = 9.6031
- calculated total energy (Ha) = -783.7153
- ΔE to the lowest compared entry with this formula, charge and spin (kcal per mole) = 23.9

Atoms and positions in Å:
C1 -1.465 2.353 1.244
C2 -1.679 0.915 0.876
S1 -2.428 0.724 -0.792
H1 -1.057 2.447 2.256
H2 -2.403 2.907 1.332
H3 -0.793 2.901 0.587
H4 -0.753 0.335 0.900
H5 -2.325 0.332 1.531
H6 -3.088 -0.447 -0.607
O1 3.003 -5.161 2.370
H7 2.694 -4.264 2.406
H8 2.241 -5.708 2.211
O2 -0.061 2.255 -2.675
H9 -0.544 2.572 -1.889
H10 -0.662 2.313 -3.431
O3 3.388 -0.625 1.427
H11 4.293 -0.884 1.204
H12 3.253 -0.090 0.660
O4 0.663 -0.496 -1.537
H13 0.371 0.216 -2.098
H14 0.070 -1.171 -1.861

Okay, here come the Löwdin numbers, in e, for every atom:
1 C -0.18
2 C -0.60
3 S 0.68
4 H 0.08
5 H 0.07
6 H 0.06
7 H 0.06
8 H 0.06
9 H -0.14
10 O -0.05
11 H 0.02
12 H 0.02
13 O -0.08
14 H 0.01
15 H 0.05
16 O -0.06
17 H 0.04
18 H 0.01
19 O -0.07
20 H -0.03
21 H 0.02


The following is a DFT calculation (ωB97M-V/def2-TZVPD) of a cluster of 5 separate species, C2H14O4S in total at a distorted geometry.

- HOMO (eV) = -8.534
- strongest force on any atom (eV/Å) = 1.0
- SMILES = CSC.O.O.O.O
- frontier orbital gap (eV) = 8.9599
- calculated total energy (Ha) = -783.7244
- ΔE to the lowest compared entry with this formula, charge and spin (kcal per mole) = 18.1

Atoms and positions in Å:
C1 -0.198 2.061 -0.797
S1 1.271 1.236 -1.406
C2 0.529 -0.019 -2.490
H1 -1.063 1.388 -0.809
H2 -0.070 2.391 0.243
H3 -0.479 2.923 -1.375
H4 -0.545 0.081 -2.572
H5 0.730 -1.011 -2.112
H6 0.947 0.109 -3.479
O1 0.303 0.779 3.414
H7 0.907 0.452 2.733
H8 0.091 1.692 3.156
O2 -0.401 -0.734 0.748
H9 0.105 -1.349 1.295
H10 -1.076 -0.427 1.371
O3 2.364 -0.768 1.774
H11 2.994 -1.485 1.678
H12 1.924 -0.591 0.930
O4 -2.962 -1.912 -0.823
H13 -3.356 -2.756 -0.588
H14 -2.015 -2.059 -0.891

Okay, here come the Löwdin numbers, in e, for every atom:
1 C -0.44
2 S 0.75
3 C -0.41
4 H 0.03
5 H 0.03
6 H 0.02
7 H 0.03
8 H 0.02
9 H 0.02
10 O -0.07
11 H -0.01
12 H 0.04
13 O -0.07
14 H 0.04
15 H 0.06
16 O -0.06
17 H 0.05
18 H 0.00
19 O -0.06
20 H 0.03
21 H 0.01


The following is a DFT calculation (ωB97M-V/def2-TZVPD) of a cluster of 5 separate species, C2H14O4S2 in total at a distorted geometry.

- HOMO (eV) = -8.930
- strongest force on any atom (eV/Å) = 2.3
- SMILES = CCSS.O.O.O.O
- frontier orbital gap (eV) = 9.1019
- calculated total energy (Ha) = -1181.9210
- ΔE to the lowest compared entry with this formula, charge and spin (kcal per mole) = 8.2

Atoms and positions in Å:
C1 -1.087 2.077 0.066
C2 0.259 2.746 0.210
S1 1.481 1.992 -0.939
S2 2.830 0.852 -0.096
H1 -1.162 1.080 0.519
H2 -1.462 1.914 -0.944
H3 -1.882 2.601 0.600
H4 0.616 2.566 1.226
H5 0.271 3.809 -0.009
H6 2.162 -0.302 0.083
O1 0.320 -1.631 -1.273
H7 -0.153 -2.042 -0.504
H8 0.829 -2.314 -1.740
O2 -0.474 -3.335 0.971
H9 -1.454 -3.346 0.976
H10 -0.279 -2.510 1.481
O3 0.888 -1.395 2.468
H11 0.730 -0.753 3.189
H12 1.711 -1.062 2.073
O4 -1.779 -0.369 -2.773
H13 -1.083 -0.853 -2.273
H14 -1.283 0.278 -3.311

Okay, here come the Löwdin numbers, in e, for every atom:
1 C -0.19
2 C -0.56
3 S 0.38
4 S 0.30
5 H 0.07
6 H 0.06
7 H 0.07
8 H 0.06
9 H 0.06
10 H -0.23
11 O -0.09
12 H 0.03
13 H 0.07
14 O -0.08
15 H 0.07
16 H 0.01
17 O -0.06
18 H 0.07
19 H 0.03
20 O -0.10
21 H -0.01
22 H 0.04


The following is a DFT calculation (ωB97M-V/def2-TZVPD) of a cluster of 6 separate species, C2H14O4S2 in total at a distorted geometry.

- HOMO (eV) = -8.532
- strongest force on any atom (eV/Å) = 1.8
- frontier orbital gap (eV) = 3.2683
- calculated total energy (Ha) = -1181.7276
- ΔE to the lowest compared entry with this formula, charge and spin (kcal per mole) = 129.5

Atoms and positions in Å:
C1 -0.510 -0.225 -0.801
C2 -0.204 0.599 0.471
S1 -1.430 0.327 1.694
S2 2.884 -0.012 -0.813
H1 -1.476 0.164 -1.153
H2 0.147 0.062 -1.613
H3 -0.507 -1.295 -0.649
H4 0.670 0.131 1.009
H5 -0.081 1.663 0.300
H6 4.171 -0.083 -1.188
H7 1.927 -2.124 -0.927
H8 1.765 -3.645 -0.774
O1 1.263 -2.829 -0.859
H9 2.910 2.313 2.060
H10 2.847 1.866 0.607
O2 2.394 2.431 1.256
H11 -2.992 -3.068 0.880
H12 -2.455 -1.638 0.810
O3 -3.057 -2.250 0.365
H13 -2.334 2.093 0.266
H14 -3.047 3.233 -0.441
O4 -2.885 2.285 -0.498

Okay, here come the Löwdin numbers, in e, for every atom:
1 C -0.17
2 C -0.67
3 S 0.89
4 S 0.45
5 H 0.07
6 H 0.05
7 H 0.05
8 H 0.08
9 H 0.07
10 H -0.27
11 H -0.11
12 H 0.03
13 O -0.11
14 H 0.03
15 H -0.10
16 O -0.11
17 H 0.04
18 H -0.09
19 O -0.09
20 H -0.05
21 H 0.05
22 O -0.06


The following is a DFT calculation (ωB97M-V/def2-TZVPD) of a cluster of 5 separate species, C2H14O4S2 in total.

- HOMO (eV) = -9.314
- strongest force on any atom (eV/Å) = 1.0
- SMILES = CSSC.O.O.O.O
- frontier orbital gap (eV) = 9.5245
- calculated total energy (Ha) = -1181.9216
- ΔE to the lowest compared entry with this formula, charge and spin (kcal per mole) = 7.8

Atoms and positions in Å:
C1 -0.481 -0.401 -1.810
S1 -0.722 -1.974 -0.945
S2 -2.145 -1.414 0.464
C2 -1.086 -0.584 1.683
H1 -1.428 -0.033 -2.173
H2 -0.099 0.449 -1.233
H3 0.164 -0.634 -2.665
H4 -0.352 0.010 1.148
H5 -1.745 -0.033 2.350
H6 -0.483 -1.284 2.276
O1 0.140 3.732 -1.495
H7 -0.535 3.165 -1.100
H8 0.600 4.185 -0.782
O2 2.803 -0.888 1.868
H9 2.319 -0.212 1.410
H10 2.845 -1.684 1.321
O3 2.306 -2.911 -0.261
H11 1.535 -2.578 -0.745
H12 2.797 -3.548 -0.787
O4 -1.743 2.182 0.491
H13 -2.280 2.909 0.793
H14 -2.411 1.546 0.191

Okay, here come the Löwdin numbers, in e, for every atom:
1 C -0.46
2 S 0.48
3 S 0.46
4 C -0.47
5 H 0.02
6 H 0.03
7 H 0.04
8 H 0.00
9 H 0.03
10 H 0.04
11 O -0.07
12 H -0.01
13 H 0.03
14 O -0.06
15 H 0.01
16 H 0.00
17 O -0.08
18 H -0.06
19 H 0.05
20 O -0.06
21 H 0.05
22 H 0.03


The following is a DFT calculation (ωB97M-V/def2-TZVPD) of a cluster of 6 separate species, C2H14O5 in total at a distorted geometry.

- HOMO (eV) = -9.933
- strongest force on any atom (eV/Å) = 3.6
- SMILES = C=C.O.O.O.O.O
- frontier orbital gap (eV) = 10.2889
- calculated total energy (Ha) = -460.7043
- ΔE to the lowest compared entry with this formula, charge and spin (kcal per mole) = 63.5

Atoms and positions in Å:
C1 4.296 -2.208 -3.019
C2 4.628 -1.565 -1.850
H1 3.917 -3.307 -3.017
H2 4.437 -1.789 -4.131
H3 4.501 -2.090 -0.816
H4 5.020 -0.515 -1.831
O1 -1.484 0.789 -4.051
H5 -0.649 0.273 -4.062
H6 -1.336 1.689 -4.475
O2 -3.628 1.327 1.040
H7 -3.838 2.033 1.657
H8 -3.389 1.537 0.079
O3 1.612 2.023 2.477
H9 0.967 1.286 2.226
H10 1.818 1.759 3.404
O4 -3.359 -1.466 3.150
H11 -4.209 -1.377 2.681
H12 -3.651 -1.657 4.015
O5 -0.105 0.329 1.257
H13 -0.757 0.691 0.513
H14 -0.671 0.089 1.988

Okay, here come the Löwdin numbers, in e, for every atom:
1 C -0.13
2 C -0.12
3 H 0.06
4 H 0.08
5 H 0.07
6 H 0.05
7 O -0.11
8 H 0.04
9 H 0.07
10 O -0.09
11 H 0.03
12 H 0.08
13 O -0.13
14 H 0.00
15 H 0.04
16 O -0.05
17 H 0.05
18 H 0.00
19 O -0.09
20 H 0.13
21 H 0.04